The following is a quantum chemistry calculation of a 2-piece molecular cluster, C5H9N2 overall, from the OMol25 dataset.

Bonds (Å) are listed after each position.
Positions of all 16 atoms, in Å:
1 C -2.937 0.639 -0.155  C3 1.156, H8 1.036
2 C 0.752 -2.357 0.057  C4 1.269, H10 1.176, H11 1.077
3 C -2.934 -0.517 -0.147  C1 1.156, H12 1.026
4 C 0.816 -1.103 -0.126  C2 1.269, C5 1.341
5 C 1.122 0.192 0.042  C4 1.341, N6 1.413, N7 1.554
6 N 2.356 0.829 -0.219  C5 1.413, H13 0.995, H14 1.019
7 N -0.067 1.188 0.134  C5 1.554, H9 1.090, H15 0.991, H16 0.957
8 H -3.096 1.650 -0.314  C1 1.036
9 H -0.995 0.630 0.009  N7 1.090
10 H 0.611 -2.711 1.170  C2 1.176
11 H 0.847 -3.031 -0.778  C2 1.077
12 H -2.863 -1.529 0.008  C3 1.026
13 H 2.606 0.704 -1.173  N6 0.995
14 H 3.159 0.539 0.338  N6 1.019
15 H -0.016 1.425 1.095  N7 0.991
16 H 0.281 1.927 -0.365  N7 0.957

## Properties
E_HOMO ... -14.027 eV
HOMO-LUMO gap ... 10.79 eV
Net charge ... +1

Löwdin atomic charge list, values in e, 4 entries: C 0.007; C 0.054; C 0.063; C -0.041


The following is a quantum chemistry calculation of a 2-piece molecular cluster, C3H9N3O2 overall, from the OMol25 dataset.

Bonds (Å) are listed after each position.
Positions of all 17 atoms, in Å:
1 C -1.848 0.264 -0.534  H12 1.087, H13 1.086, H14 1.080
2 C 0.683 1.096 1.357  N3 1.455, H15 1.093, H16 1.094, H17 1.086
3 N 0.413 0.051 0.382  C2 1.455, N4 1.399, C5 1.436
4 N -0.172 -1.138 0.831  N3 1.399, O7 1.367, H9 1.024
5 C 1.283 -0.032 -0.757  N3 1.436, N6 1.345, O8 1.213
6 N 1.156 -1.171 -1.461  C5 1.345, H10 1.016, H11 1.003
7 O -1.190 -1.462 -0.023  N4 1.367
8 O 2.057 0.869 -1.002  C5 1.213
9 H -0.560 -0.947 1.759  N4 1.024
10 H 0.390 -1.801 -1.247  N6 1.016
11 H 1.737 -1.284 -2.271  N6 1.003
12 H -2.453 0.423 0.355  C1 1.087
13 H -1.371 1.189 -0.845  C1 1.086
14 H -2.371 -0.183 -1.366  C1 1.080
15 H 1.239 0.698 2.211  C2 1.093
16 H -0.258 1.532 1.705  C2 1.094
17 H 1.264 1.895 0.907  C2 1.086

## Properties
E_HOMO (spin up / spin down) ... -8.656 / -8.656 eV
HOMO-LUMO gap (spin up / spin down) ... 9.07 / 9.06 eV
Net charge ... 0

Löwdin atomic charge list, values in e, 4 entries: C 0.115; C -0.037; N -0.174; N -0.108


The following is a quantum chemistry calculation of the molecule C9H19FN2O2Si, from the OMol25 dataset.

Bonds (Å) are listed after each position.
Positions of all 34 atoms, in Å:
1 C 4.017 1.800 0.380  C2 1.510, H16 1.093, H17 1.089, H18 1.089
2 C 2.696 1.156 0.032  C1 1.510, C3 1.512, N4 1.264
3 C 2.327 1.103 -1.434  C2 1.512, H19 1.089, H20 1.089, H21 1.095
4 N 1.984 0.679 0.962  C2 1.264, Si5 1.739
5 Si 0.576 -0.338 0.904  N4 1.739, O6 1.650, C7 1.878, C10 1.882
6 O 0.374 -0.803 2.475  Si5 1.650, H22 0.962
7 C 0.861 -1.841 -0.185  Si5 1.878, C8 1.522, H23 1.095, H24 1.093
8 C 2.290 -2.244 -0.517  C7 1.522, F9 1.401, H25 1.093, H26 1.090
9 F 2.563 -2.002 -1.870  C8 1.401
10 C -0.979 0.591 0.392  Si5 1.882, C11 1.518, H27 1.093, H28 1.094
11 C -2.186 -0.323 0.503  C10 1.518, O12 1.216, N13 1.391
12 O -2.052 -1.501 0.774  C11 1.216
13 N -3.446 0.256 0.392  C11 1.391, C14 1.461, C15 1.461
14 C -3.707 1.148 -0.735  N13 1.461, H29 1.091, H30 1.086, H31 1.095
15 C -4.531 -0.700 0.603  N13 1.461, H32 1.086, H33 1.090, H34 1.095
16 H 4.721 1.015 0.667  C1 1.093
17 H 4.449 2.367 -0.442  C1 1.089
18 H 3.889 2.448 1.246  C1 1.089
19 H 2.786 1.914 -1.998  C3 1.089
20 H 1.246 1.152 -1.555  C3 1.089
21 H 2.679 0.163 -1.869  C3 1.095
22 H 1.059 -0.447 3.048  O6 0.962
23 H 0.322 -1.718 -1.130  C7 1.095
24 H 0.350 -2.654 0.337  C7 1.093
25 H 3.040 -1.679 0.043  C8 1.093
26 H 2.462 -3.308 -0.353  C8 1.090
27 H -0.903 1.004 -0.616  C10 1.093
28 H -1.125 1.444 1.063  C10 1.094
29 H -4.311 2.003 -0.428  C14 1.091
30 H -2.782 1.525 -1.161  C14 1.086
31 H -4.246 0.606 -1.519  C14 1.095
32 H -4.370 -1.224 1.541  C15 1.086
33 H -5.471 -0.150 0.653  C15 1.090
34 H -4.583 -1.440 -0.203  C15 1.095

## Properties
E_HOMO ... -9.031 eV
HOMO-LUMO gap ... 9.74 eV
Net charge ... 0
SMILES string ... CC(C)=N[Si@](O)(CCF)CC(=O)N(C)C

Löwdin atomic charge list, values in e, 4 entries: C -0.043; C -0.452; C -0.027; N 0.044


The evaluated M for the records listed, in turn: 97.1 119.1 234.3 g/mol.